[1]
ORCA calculation (ωB97M-V/def2-TZVPD) on C4H9NO2 in the gas phase.

Last column: natural (NBO) charge in e.
Atoms and positions in Å:
C 1.303371 -0.462165 0.992825  -0.6382
C 0.199889 0.180854 0.220596  0.1311
C 0.440031 1.597940 -0.177071  -0.6605
N -1.282866 -0.471541 0.899998  -0.6436
C -0.907900 -0.557561 -0.428403  0.5923
O -0.459314 -1.850285 -1.028847  -0.7891
O -1.717467 0.121020 -1.364475  -0.7184
H 1.568626 0.156434 1.857462  0.2254
H 1.018579 -1.454091 1.346270  0.2362
H 2.196583 -0.531222 0.362455  0.2143
H 0.066188 2.263138 0.609161  0.2267
H 1.495451 1.801423 -0.371280  0.2267
H -0.073826 1.897718 -1.093712  0.2405
H -2.135937 0.082049 0.946459  0.3680
H 0.414417 -2.217927 -0.847384  0.4905
H -2.125826 -0.555782 -1.924053  0.4981

Atoms 1-2, force components in eV/Å:
C 0.08 -0.39 -0.11
C -2.37 0.00 0.44

The value obtained for the relative energy (zero: lowest compared OMol25 entry of this formula, charge and spin) is 70.6 kcal per mole. Its structure (SMILES) is CC1(C)NC1(O)O. The total charge is 0. As for the HOMO energy: -9.18 eV. As for the electronic energy: -9876.9988 eV. The value obtained for the lowest unoccupied orbital energy is 0.786 eV.


[2]
ORCA calculation (ωB97M-V/def2-TZVPD) on C4H9NO2 in the gas phase.

Last column: natural (NBO) charge in e.
Atoms and positions in Å:
N 1.465890 0.431624 1.280844  -0.8451
C 1.280469 -0.878216 0.970284  0.6754
O 1.829639 -1.786498 1.572043  -0.6238
C 0.351915 -1.139191 -0.217316  -0.5071
C -1.051883 -0.494481 -0.115790  -0.4247
C -1.228745 0.776108 -0.924251  -0.0589
O -0.329798 1.790996 -0.470460  -0.7490
H 2.027673 0.640702 2.090562  0.3977
H 0.949279 1.162229 0.804438  0.4225
H 0.853635 -0.786227 -1.121380  0.2172
H 0.275632 -2.227036 -0.288646  0.2389
H -1.802264 -1.207482 -0.479829  0.2208
H -1.302619 -0.286661 0.932030  0.2167
H -1.052824 0.560277 -1.988303  0.1640
H -2.251820 1.156199 -0.819999  0.1733
H -0.014175 2.287663 -1.224225  0.4821

Atoms 1-2, force components in eV/Å:
N 0.02 -0.07 0.11
C 0.02 0.04 -0.07

The value obtained for the relative energy (zero: lowest compared OMol25 entry of this formula, charge and spin) is 12.8 kcal per mole. Its structure (SMILES) is NC(=O)CCCO. The total charge is 0. As for the HOMO energy: -9.42 eV. As for the electronic energy: -9879.5051 eV. The value obtained for the lowest unoccupied orbital energy is 0.582 eV.


[3]
ORCA calculation (ωB97M-V/def2-TZVPD) on a molecular structure, C4H9NO2.

Last column: Mulliken spin population.
Atoms and positions in Å:
C -1.582165 -0.358461 0.002810  0.0059
O -2.739356 0.253654 0.453133  0.0042
C -0.341718 0.575034 0.156042  0.0362
C 1.007323 -0.649102 1.031207  0.1356
C 1.132958 -0.090044 -0.259226  -0.0510
N 2.109370 0.906109 -0.383290  -0.0121
O 0.962862 -0.875721 -1.324703  0.8629
H -1.699078 -0.676820 -1.018756  0.0001
H -1.373635 -1.295635 0.505328  0.0005
H -2.802762 0.169045 1.413856  -0.0002
H -0.388571 1.083296 1.110050  0.0086
H -0.448632 1.369320 -0.604117  -0.0044
H 1.320576 -0.070579 1.879187  0.0065
H 0.667879 -1.678017 1.094903  0.0067
H 1.845733 1.704325 -0.932526  0.0009
H 2.726690 1.145724 0.371251  -0.0004

Atoms 1-2, force components in eV/Å:
C 0.81 -0.62 0.21
O -0.01 0.33 0.16

The value obtained for the relative energy (zero: lowest compared OMol25 entry of this formula, charge and spin) is 107.4 kcal per mole. As for the multiplicity: 2. The total charge is +1. As for the HOMO energy (spin up / spin down): -14.84 / -14.85 eV. Its expectation value of S² is 0.760. As for the electronic energy: -9866.5457 eV. The value obtained for the lowest unoccupied orbital energy (spin up / spin down) is -6.758 / -7.755 eV.


[4]
ORCA calculation (ωB97M-V/def2-TZVPD) on 3 unconnected molecules or ions with the total composition C4H9NO2.

Last column: Mulliken spin population.
Atoms and positions in Å:
C 2.421594 1.032647 -0.385774  0.1347
C 1.901747 -0.269288 -0.661105  0.3797
N 0.675054 -0.312273 -0.118082  -0.0610
C 0.244291 0.939452 0.239756  0.4130
C 1.402122 1.761874 0.150153  0.0939
H 3.439472 1.373783 -0.600082  0.0007
H 2.274569 -1.169658 -1.109077  0.0158
H 0.055046 -1.108649 -0.210780  -0.0019
H -0.751423 1.275592 0.498966  0.0245
H 1.511992 2.691003 0.699577  0.0015
H -1.494177 -2.092662 2.550458  -0.0002
H -1.343155 -0.551330 2.540622  -0.0007
O -1.933601 -1.271107 2.773477  0.0000
H -2.089674 -0.428631 -2.040883  -0.0002
H -3.392873 -0.701247 -1.467092  0.0000
O -2.880259 -0.933556 -2.251141  0.0001

Atoms 1-2, force components in eV/Å:
C 0.72 0.33 -0.72
C -0.13 0.24 0.92

The value obtained for the relative energy (zero: lowest compared OMol25 entry of this formula, charge and spin) is 31.3 kcal per mole. As for the multiplicity: 2. The total charge is +1. As for the HOMO energy (spin up / spin down): -14.80 / -14.80 eV. Its expectation value of S² is 0.763. As for the electronic energy: -9869.8458 eV. The value obtained for the lowest unoccupied orbital energy (spin up / spin down) is -4.448 / -8.178 eV.


> Among the records above, which one has the highest relative energy (zero: lowest compared OMol25 entry of this formula, charge and spin)?

number 3